[1]
{"formula": "C22H23BN9ORbS3", "method": "ωB97M-V/def2-TZVPD", "charge": -2, "e_tot_ev": -72489.2320, "elements": ["Rb", "C", "C", "N", "N", "C", "B", "N", "C", "C", "C", "N", "N", "C", "C", "C", "N", "H", "H", "H", "H", "H", "H", "H", "H", "H", "H", "S", "C", "S", "S", "N", "C", "O", "C", "C", "C", "N", "C", "C", "H", "H", "H", "H", "H", "H", "C", "C", "C", "C", "N", "C", "C", "H", "H", "H", "H", "H", "H", "H"], "coordinates": [[0.8626, -0.0831, -0.5068], [0.3873, 4.9723, 0.8527], [-0.1097, 3.8114, 0.2354], [0.8794, 3.0062, -0.1317], [2.0239, 3.6223, 0.2393], [1.7544, 4.7985, 0.8360], [3.4187, 2.9825, 0.0813], [3.5154, 1.7612, 1.0195], [2.5943, 1.2796, 1.8810], [3.1081, 0.1391, 2.4617], [4.3815, 0.0151, 1.8805], [4.6220, 0.9949, 1.0200], [3.6813, 2.5262, -1.3728], [4.4724, 3.1422, -2.2678], [4.4225, 2.4344, -3.4510], [3.5521, 1.3715, -3.1614], [3.1142, 1.4337, -1.9116], [-0.1690, 5.8033, 1.2520], [-1.1380, 3.5347, 0.0522], [2.5559, 5.4183, 1.2028], [4.2399, 3.8314, 0.3522], [1.6338, 1.7536, 2.0033], [2.6148, -0.5012, 3.1736], [5.1271, -0.7484, 2.0452], [5.0176, 4.0294, -1.9916], [4.9419, 2.6450, -4.3707], [3.2334, 0.5622, -3.8014], [-3.0065, -3.1003, 2.0307], [-1.9363, -2.0323, 1.2324], [-0.9242, -0.9790, 2.1398], [-1.9099, -2.0004, -0.5037], [-5.3140, -1.8733, -0.4668], [-5.9530, -0.7076, -0.5995], [-7.1311, -0.6021, -0.9418], [-5.1308, 0.5181, -0.3001], [-5.4324, 1.7052, -0.9566], [-4.6584, 2.8206, -0.6978], [-3.6374, 2.8307, 0.1628], [-3.3705, 1.6926, 0.8005], [-4.0839, 0.5145, 0.6074], [-5.8418, -2.7155, -0.6138], [-4.3076, -1.9605, -0.3080], [-6.2569, 1.7367, -1.6564], [-4.8616, 3.7575, -1.2083], [-2.5368, 1.6921, 1.4946], [-3.8166, -0.3705, 1.1705], [-1.0988, -5.9185, 0.6149], [0.0503, -5.0367, 0.2298], [0.6197, -5.0911, -1.0408], [1.5956, -4.1760, -1.3916], [2.0452, -3.2310, -0.5684], [1.5203, -3.2019, 0.6550], [0.5406, -4.0734, 1.1016], [-1.2828, -6.6811, -0.1441], [-1.9936, -5.2994, 0.7324], [-0.9131, -6.4097, 1.5722], [0.2686, -5.8123, -1.7700], [2.0247, -4.1876, -2.3894], [1.8906, -2.4143, 1.3078], [0.1045, -3.9301, 2.0826]], "mulliken_charge": [0.727, -0.958, -0.399, -0.315, 0.106, -0.240, 0.572, 0.790, -0.658, -0.484, -0.331, -1.155, 0.135, -0.325, -0.845, -0.315, -0.136, 0.379, 0.552, 0.429, -0.218, 0.557, 0.466, 0.430, 0.407, 0.333, 0.361, -0.430, -0.230, -0.300, -0.513, -0.114, 0.227, -0.731, 0.644, -0.438, -0.430, -0.547, -0.592, -0.261, 0.173, -0.161, 0.403, 0.350, 0.418, 0.721, -1.220, 1.019, -0.445, -0.525, -0.547, -0.246, -0.285, 0.361, 0.123, 0.295, 0.293, 0.326, 0.448, 0.349]}


[2]
{"formula": "C22H23BrN4O5S2Sr", "method": "ωB97M-V/def2-TZVPD", "charge": -2, "e_tot_ev": -131939.0579, "elements": ["Sr", "N", "C", "C", "O", "N", "C", "C", "O", "O", "H", "H", "H", "H", "H", "H", "C", "C", "S", "C", "C", "S", "H", "H", "H", "H", "H", "H", "C", "O", "C", "C", "C", "Br", "C", "C", "C", "O", "C", "N", "C", "C", "C", "C", "C", "C", "N", "H", "H", "H", "H", "H", "H", "H", "H", "H", "H", "H"], "coordinates": [[0.7169, 0.7639, 1.2990], [-0.6339, 4.6355, 3.3608], [-1.1670, 3.9762, 2.1703], [-0.9946, 2.4513, 2.1540], [-0.3073, 1.9383, 3.0835], [-1.4596, 1.7007, 1.1600], [-1.7657, 2.3701, -0.1006], [-0.4934, 2.8330, -0.8782], [-0.6392, 3.4874, -1.9148], [0.6118, 2.4681, -0.3420], [0.3288, 4.3243, 3.4586], [-1.0720, 4.2001, 4.1659], [-0.6779, 4.3956, 1.2878], [-2.2298, 4.2122, 2.0648], [-2.4291, 3.2404, -0.0227], [-2.2797, 1.6632, -0.7594], [2.8992, 0.6724, 5.5889], [2.5639, 0.0880, 4.2242], [3.2832, 0.9704, 2.8349], [1.7613, -0.9990, 4.1720], [1.2491, -1.5646, 5.4899], [1.1894, -1.8639, 2.7075], [3.5795, 1.5156, 5.4758], [3.3733, -0.0589, 6.2584], [2.0041, 1.0338, 6.1140], [2.0632, -1.8447, 6.1729], [0.6428, -2.4499, 5.3023], [0.6264, -0.8427, 6.0368], [3.6052, 1.4734, -0.5812], [2.6456, 0.4014, -0.6166], [2.1961, 0.0023, -1.8071], [2.8439, 0.2147, -3.0014], [2.3111, -0.2919, -4.1892], [3.2373, 0.0161, -5.8218], [1.1395, -0.9942, -4.1976], [0.4586, -1.2014, -2.9889], [0.9594, -0.7048, -1.7979], [0.3566, -0.8584, -0.6142], [-0.8466, -1.8965, -2.9899], [-1.5947, -2.0406, -1.9342], [-2.7295, -2.7275, -2.3659], [-3.8457, -3.1373, -1.6471], [-4.8411, -3.8034, -2.3353], [-4.7290, -4.0529, -3.7165], [-3.6272, -3.6437, -4.4396], [-2.6295, -2.9786, -3.7318], [-1.4132, -2.4279, -4.1114], [4.5510, 1.1279, -1.0022], [3.7371, 1.6874, 0.4755], [3.1912, 2.3281, -1.1160], [3.7657, 0.7764, -3.0183], [0.7439, -1.3500, -5.1394], [-0.5108, -1.3190, -0.7328], [-3.9157, -2.9308, -0.5867], [-5.7233, -4.1365, -1.8051], [-5.5299, -4.5751, -4.2244], [-3.5474, -3.8312, -5.5027], [-1.0020, -2.4426, -5.0251]], "mulliken_charge": [1.109, -0.783, -0.747, 1.252, -0.839, -0.857, -0.612, 0.418, -0.848, -0.563, 0.340, 0.309, 0.211, 0.325, 0.276, 0.334, -1.465, 0.593, -0.765, 0.289, -1.377, -0.628, 0.370, 0.281, 0.231, 0.286, 0.336, 0.225, -0.672, 0.015, 0.406, -0.490, -0.661, -0.280, -0.626, 1.142, 0.268, -0.428, 0.137, -0.282, 0.076, -0.794, -0.495, -0.372, -1.035, 0.701, -0.063, 0.277, -0.041, 0.389, 0.482, 0.382, 0.512, 0.469, 0.376, 0.361, 0.359, 0.186]}


[3]
{"formula": "C22H23Cl4N3O6", "method": "ωB97M-V/def2-TZVPD", "charge": 0, "e_tot_ev": -90008.8807, "elements": ["Cl", "C", "C", "Cl", "H", "H", "H", "H", "Cl", "C", "C", "Cl", "H", "H", "H", "H", "C", "C", "C", "C", "C", "C", "N", "O", "O", "H", "H", "H", "H", "H", "C", "C", "C", "C", "C", "C", "N", "O", "O", "H", "H", "H", "H", "H", "C", "C", "C", "C", "C", "C", "N", "O", "O", "H", "H", "H", "H", "H"], "coordinates": [[2.8562, 2.8042, -0.2466], [3.4490, 1.3870, 0.6332], [3.4455, 1.5817, 2.1975], [1.8579, 1.8486, 2.8961], [4.4519, 1.2472, 0.2296], [2.8235, 0.5732, 0.2664], [4.1077, 2.4227, 2.4032], [3.8894, 0.7022, 2.6639], [0.8802, -1.1984, -4.8189], [-0.2567, 0.1497, -5.1494], [-1.3474, -0.1737, -6.1870], [-2.4646, -1.3792, -5.4622], [0.3091, 1.0392, -5.4264], [-0.6508, 0.4744, -4.1864], [-0.8221, -0.5693, -7.0562], [-1.8222, 0.7344, -6.5586], [-0.4866, -2.7440, 0.3870], [-0.5687, -2.9892, 1.7992], [0.4063, -2.4065, 2.5839], [1.3915, -1.5911, 2.0589], [1.4330, -1.3385, 0.6711], [0.4899, -1.9476, -0.1856], [2.4616, -1.0459, 2.8988], [3.4850, -0.7774, 2.2597], [2.2550, -0.9748, 4.0813], [-1.2584, -3.0917, -0.2837], [-1.3840, -3.5396, 2.2451], [0.4143, -2.4896, 3.6607], [2.2022, -0.7899, 0.1478], [0.5336, -1.7132, -1.2390], [0.7412, 1.8895, -0.8177], [0.3871, 0.5948, -0.4825], [-0.5329, -0.1817, -1.1166], [-1.1484, 0.3101, -2.2660], [-0.7522, 1.6134, -2.6776], [0.1964, 2.3570, -2.0037], [-2.3131, -0.3620, -2.9302], [-2.6098, -1.5069, -2.5360], [-2.8500, 0.1961, -3.8462], [1.5276, 2.3873, -0.2697], [0.8713, 0.2620, 0.4237], [-0.8383, -1.1556, -0.7635], [-1.2114, 2.1292, -3.5080], [0.6070, 3.2412, -2.4684], [-0.2406, 0.9322, 1.7095], [-0.5526, 1.4789, 2.9628], [-1.6943, 1.0327, 3.6476], [-2.4391, -0.0327, 3.1801], [-1.9268, -0.7468, 2.0549], [-0.8490, -0.2116, 1.2925], [-3.6586, -0.4623, 3.9137], [-4.0355, 0.2717, 4.8496], [-4.2050, -1.4841, 3.4941], [0.5341, 1.4508, 1.1642], [-0.0669, 2.4141, 3.1991], [-1.9681, 1.6966, 4.4543], [-2.3870, -1.6695, 1.7335], [-0.6662, -0.6494, 0.3223]], "mulliken_charge": [-0.348, 0.704, -0.778, -0.142, 0.585, -0.792, 0.488, 0.503, -0.194, 1.034, -0.454, -0.149, 0.399, -1.166, 0.378, 0.332, 0.150, -1.463, 0.133, -0.532, 0.388, -2.256, 1.211, -0.685, -0.622, 0.539, 0.324, 0.534, 1.894, 1.085, -0.853, 1.758, -0.207, -0.241, -0.227, -1.482, 1.057, -0.632, -0.600, 0.427, -1.099, 1.698, 0.548, 0.417, -0.644, -1.306, -0.836, -1.095, -0.567, 1.595, 0.966, -0.604, -0.589, 1.544, 0.594, 0.457, 0.798, -1.976]}


[4]
{"formula": "C22H23F3N2O2", "method": "ωB97M-V/def2-TZVPD", "charge": 0, "smiles": "O=C(COc1ccc2c(c1)CCC2)N1CCN(c2cccc(C(F)(F)F)c2)CC1", "e_tot_ev": -38415.9206, "elements": ["O", "C", "C", "O", "C", "C", "C", "C", "C", "C", "C", "C", "C", "N", "C", "C", "N", "C", "C", "C", "C", "C", "C", "F", "F", "F", "C", "C", "C", "H", "H", "H", "H", "H", "H", "H", "H", "H", "H", "H", "H", "H", "H", "H", "H", "H", "H", "H", "H", "H", "H", "H"], "coordinates": [[-1.3868, -1.8827, 3.2685], [-0.3155, -1.4975, 2.8422], [-0.0446, -0.0036, 2.6698], [0.3470, 0.2588, 1.3412], [0.2901, 1.5561, 0.8921], [0.1040, 2.6642, 1.7064], [0.0677, 3.9399, 1.1541], [0.2227, 4.0978, -0.2047], [0.4186, 2.9837, -1.0201], [0.4575, 1.7181, -0.4851], [0.5363, 3.3978, -2.4551], [0.8203, 4.9053, -2.3634], [0.2018, 5.3516, -1.0283], [0.6925, -2.3504, 2.5595], [1.9530, -2.0262, 1.9399], [1.8666, -2.3004, 0.4137], [0.7425, -3.1679, 0.1286], [-0.4087, -2.6200, -0.4134], [-1.6948, -2.9452, 0.0268], [-2.8109, -2.3875, -0.5663], [-2.6901, -1.4968, -1.6170], [-1.4164, -1.1945, -2.0821], [-1.2886, -0.2679, -3.2543], [-1.9271, 0.9022, -3.0634], [-0.0196, 0.0479, -3.5598], [-1.8191, -0.7919, -4.3785], [-0.2908, -1.7515, -1.5050], [0.6693, -4.2663, 1.0632], [0.4099, -3.7709, 2.5079], [-0.9829, 0.5093, 2.9107], [0.7299, 0.3177, 3.3846], [-0.0104, 2.5548, 2.7735], [-0.0792, 4.7946, 1.7982], [0.6093, 0.8480, -1.1021], [-0.4142, 3.2093, -2.9606], [1.3126, 2.8522, -2.9903], [1.8989, 5.0696, -2.3351], [0.4157, 5.4553, -3.2112], [-0.8318, 5.6801, -1.1691], [0.7531, 6.1701, -0.5649], [2.2173, -0.9874, 2.1191], [2.7144, -2.6645, 2.4017], [2.7918, -2.7743, 0.0662], [1.7331, -1.3551, -0.1061], [-1.8380, -3.6137, 0.8592], [-3.7901, -2.6401, -0.1899], [-3.5568, -1.0466, -2.0738], [0.6817, -1.5307, -1.9165], [1.6344, -4.7818, 1.0152], [-0.1005, -4.9675, 0.7420], [-0.6292, -3.9042, 2.8116], [1.0542, -4.2969, 3.2201]], "mulliken_charge": [-0.685, 0.854, -1.186, 0.150, 0.515, -0.394, -1.240, 0.440, 0.129, -0.450, -0.740, -0.769, -0.899, 0.055, -0.821, -0.592, -0.017, 0.387, -0.259, -1.107, -0.939, 0.191, 0.865, -0.264, -0.295, -0.284, -0.350, -0.878, -0.973, 0.642, 0.456, 0.489, 0.418, 0.550, 0.180, 0.382, 0.302, 0.336, 0.281, 0.365, 0.350, 0.370, 0.516, 0.066, 0.315, 0.411, 0.471, 0.976, 0.391, 0.458, 0.468, 0.358]}


ΔE to the lowest compared entry with this formula, charge and spin values, unit kcal/mol, following the record order: 0.0 33.4 324.0 35.6.
E_HOMO values, unit eV, following the record order: -1.00 0.12 -9.19 -8.05.
Gap between HOMO and LUMO values, unit eV, following the record order: 4.88 3.40 7.97 8.77.